1.
The following is a quantum chemistry calculation of 2 unconnected molecules or ions with the total composition C20H36Br2NO4 at a distorted geometry, from OMol25.

Values from the calculation:
Net charge = -1
Energy relative to the best compared isomer or geometry (same formula, charge and spin) = 4.04 kcal/mol

CARTESIAN COORDINATES (ANGSTROEM)
C: 3.112 -0.138 1.413
C: 2.906 -0.092 0.232
C: 2.595 -0.084 -1.205
C: 2.508 1.403 -1.616
C: 1.569 2.230 -0.710
C: 0.538 3.129 -1.457
C: -0.894 2.750 -1.044
C: -1.204 3.087 0.425
C: -2.349 2.203 0.966
O: -2.035 1.673 2.248
C: -1.833 0.284 2.221
C: 3.791 -0.778 -1.991
O: 4.473 -0.049 -2.742
O: 3.927 -2.002 -1.778
N: 1.319 -0.781 -1.454
C: 1.198 -2.034 -0.689
C: 0.350 -3.125 -1.359
C: -0.508 -3.861 -0.297
O: 1.216 -1.029 -2.841
C: 0.327 -0.148 -3.502
C: -1.047 -0.736 -3.866
C: -2.214 -0.242 -2.994
C: -2.358 -0.954 -1.653
H: 3.235 -0.199 2.467
H: 2.219 1.484 -2.663
H: 3.511 1.815 -1.564
H: 2.187 2.894 -0.103
H: 1.005 1.587 -0.035
H: 0.636 2.948 -2.530
H: 0.725 4.189 -1.268
H: -1.640 3.213 -1.696
H: -0.935 1.662 -1.118
H: -0.335 2.826 1.031
H: -1.438 4.143 0.563
H: -3.254 2.812 1.067
H: -2.558 1.384 0.275
H: -0.935 -0.003 1.654
H: -1.701 -0.095 3.229
H: -2.683 -0.254 1.779
H: 0.735 -1.773 0.266
H: 2.178 -2.465 -0.476
H: -0.336 -2.730 -2.097
H: 1.029 -3.862 -1.783
H: -1.036 -3.126 0.315
H: -1.292 -4.421 -0.816
H: 0.092 -4.525 0.322
H: 0.835 0.140 -4.428
H: 0.200 0.764 -2.920
H: -1.027 -1.824 -3.938
H: -1.276 -0.377 -4.877
H: -2.134 0.834 -2.840
H: -3.136 -0.426 -3.556
H: -1.563 -0.693 -0.949
H: -2.352 -2.038 -1.773
H: -3.311 -0.701 -1.178
Br: -2.293 -1.042 6.561
C: -0.427 -1.036 7.114
C: 0.335 0.103 6.492
Br: 0.726 -0.232 4.619
H: -0.019 -2.004 6.843
H: -0.445 -0.938 8.197
H: 1.301 0.221 6.977
H: -0.209 1.041 6.534

natural (NBO) charges, unit e, in atom order:
1. C -0.29
2. C 0.05
3. C -0.11
4. C -0.38
5. C -0.41
6. C -0.40
7. C -0.39
8. C -0.44
9. C -0.06
10. O -0.55
11. C -0.25
12. C 0.79
13. O -0.76
14. O -0.77
15. N -0.18
16. C -0.25
17. C -0.39
18. C -0.61
19. O -0.41
20. C -0.07
21. C -0.43
22. C -0.39
23. C -0.62
24. H 0.22
25. H 0.21
26. H 0.24
27. H 0.20
28. H 0.20
29. H 0.20
30. H 0.19
31. H 0.19
32. H 0.20
33. H 0.22
34. H 0.19
35. H 0.17
36. H 0.17
37. H 0.17
38. H 0.19
39. H 0.16
40. H 0.18
41. H 0.24
42. H 0.20
43. H 0.21
44. H 0.19
45. H 0.19
46. H 0.20
47. H 0.18
48. H 0.18
49. H 0.21
50. H 0.20
51. H 0.20
52. H 0.19
53. H 0.22
54. H 0.20
55. H 0.20
56. Br -0.02
57. C -0.44
58. C -0.46
59. Br 0.01
60. H 0.23
61. H 0.22
62. H 0.23
63. H 0.23

2.
The following is a quantum chemistry calculation of 2 unconnected molecules or ions with the total composition C2H6IN2S at a distorted geometry, from OMol25.

Values from the calculation:
Net charge = +1
Energy relative to the best compared isomer or geometry (same formula, charge and spin) = 18.90 kcal/mol

CARTESIAN COORDINATES (ANGSTROEM)
C: 1.027 -1.907 -0.241
C: -0.420 2.035 0.318
N: 0.856 -2.894 -0.770
N: 1.100 -0.843 0.401
S: -1.044 0.783 -0.846
I: -3.256 0.420 -0.190
H: 0.457 2.545 -0.103
H: -0.235 1.505 1.184
H: -1.201 2.817 0.486
H: 0.458 -3.823 -0.917
H: 1.924 -0.450 0.736
H: 0.334 -0.188 -0.058

natural (NBO) charges, unit e, in atom order:
1. C 0.76
2. C -0.74
3. N -0.49
4. N -0.80
5. S 0.01
6. I 0.18
7. H 0.25
8. H 0.21
9. H 0.27
10. H 0.49
11. H 0.45
12. H 0.39

3.
The following is a quantum chemistry calculation of 2 unconnected molecules or ions with the total composition C2H4N2 at a distorted geometry, from OMol25.

Values from the calculation:
Net charge = 0
Energy relative to the best compared isomer or geometry (same formula, charge and spin) = 82.84 kcal/mol

CARTESIAN COORDINATES (ANGSTROEM)
C: -0.004 1.174 -1.105
C: 0.485 0.762 0.184
N: -0.159 -2.467 0.593
N: -1.016 -2.227 -0.040
H: -1.136 0.912 -1.237
H: -0.389 0.652 0.858
H: 1.338 1.392 0.655
H: 0.882 -0.197 0.091

natural (NBO) charges, unit e, in atom order:
1. C 0.00
2. C -0.82
3. N 0.00
4. N 0.00
5. H 0.10
6. H 0.21
7. H 0.24
8. H 0.27

4.
The following is a quantum chemistry calculation of C21H31F3N6O2 in the gas phase, from OMol25.

Values from the calculation:
Net charge = 0
Calculated total energy = -43470.9756 eV
Structure (SMILES) = OCCNc1nc(OCC(F)(F)F)nc(N2CCN([C@]34C[C@H]5C[C@H](C[C@H](C5)C3)C4)CC2)n1

CARTESIAN COORDINATES (ANGSTROEM)
O: -6.304 -2.845 -0.747
C: -6.339 -3.282 0.591
C: -5.448 -2.364 1.432
N: -4.075 -2.418 1.011
C: -3.450 -1.388 0.418
N: -4.029 -0.180 0.473
C: -3.330 0.771 -0.106
O: -3.894 1.999 -0.058
C: -3.158 3.028 -0.653
C: -1.923 3.428 0.181
F: -2.008 4.706 0.594
F: -1.752 2.689 1.273
F: -0.786 3.355 -0.527
N: -2.167 0.650 -0.712
C: -1.652 -0.596 -0.688
N: -0.481 -0.796 -1.304
C: 0.260 -2.019 -1.130
C: 1.441 -1.796 -0.176
N: 2.287 -0.742 -0.705
C: 3.649 -0.595 -0.161
C: 3.705 0.158 1.180
C: 5.156 0.308 1.639
C: 5.790 -1.068 1.825
C: 5.759 -1.816 0.494
C: 6.562 -1.044 -0.547
C: 5.927 0.330 -0.733
C: 5.947 1.091 0.592
C: 4.484 0.168 -1.204
C: 4.306 -1.968 0.039
C: 1.504 0.482 -0.758
C: 0.349 0.296 -1.746
N: -2.265 -1.641 -0.130
H: -6.907 -3.376 -1.275
H: -5.975 -4.319 0.666
H: -7.362 -3.244 0.992
H: -5.528 -2.660 2.484
H: -5.766 -1.327 1.311
H: -3.651 -3.321 0.863
H: -2.805 2.737 -1.650
H: -3.828 3.889 -0.712
H: -0.415 -2.777 -0.735
H: 0.645 -2.328 -2.107
H: 1.992 -2.731 -0.115
H: 1.042 -1.549 0.824
H: 3.132 -0.390 1.932
H: 3.261 1.149 1.072
H: 5.175 0.851 2.591
H: 6.822 -0.960 2.169
H: 5.242 -1.632 2.584
H: 6.192 -2.814 0.625
H: 7.598 -0.940 -0.218
H: 6.563 -1.586 -1.496
H: 6.488 0.895 -1.486
H: 5.508 2.082 0.458
H: 6.978 1.224 0.930
H: 4.450 -0.380 -2.147
H: 4.063 1.158 -1.380
H: 3.778 -2.531 0.810
H: 4.262 -2.530 -0.896
H: 2.117 1.315 -1.094
H: 1.070 0.738 0.224
H: -0.252 1.200 -1.803
H: 0.750 0.046 -2.732

natural (NBO) charges, unit e, in atom order:
1. O -0.72
2. C -0.07
3. C -0.25
4. N -0.57
5. C 0.62
6. N -0.60
7. C 0.73
8. O -0.46
9. C -0.16
10. C 0.95
11. F -0.33
12. F -0.31
13. F -0.33
14. N -0.65
15. C 0.63
16. N -0.39
17. C -0.22
18. C -0.23
19. N -0.48
20. C 0.20
21. C -0.45
22. C -0.20
23. C -0.40
24. C -0.22
25. C -0.40
26. C -0.22
27. C -0.40
28. C -0.41
29. C -0.42
30. C -0.23
31. C -0.21
32. N -0.61
33. H 0.47
34. H 0.15
35. H 0.17
36. H 0.19
37. H 0.25
38. H 0.40
39. H 0.22
40. H 0.22
41. H 0.24
42. H 0.20
43. H 0.21
44. H 0.17
45. H 0.21
46. H 0.21
47. H 0.21
48. H 0.21
49. H 0.20
50. H 0.21
51. H 0.20
52. H 0.20
53. H 0.21
54. H 0.20
55. H 0.21
56. H 0.21
57. H 0.20
58. H 0.20
59. H 0.21
60. H 0.21
61. H 0.17
62. H 0.24
63. H 0.20

5.
The following is a quantum chemistry calculation of C17H27N3O2 in the gas phase, from OMol25.

Values from the calculation:
Net charge = 0
Energy relative to the best compared isomer or geometry (same formula, charge and spin) = 17.07 kcal/mol
Structure (SMILES) = CC(=O)c1c(C)[nH]c(C(=O)NCCN2CCC(C)CC2)c1C

CARTESIAN COORDINATES (ANGSTROEM)
C: -6.446 -1.590 0.304
C: -5.129 -2.225 -0.071
O: -5.083 -3.384 -0.442
C: -3.921 -1.410 0.021
C: -2.673 -1.909 -0.357
C: -2.305 -3.234 -0.905
N: -1.756 -0.948 -0.142
C: -2.364 0.192 0.343
C: -1.616 1.410 0.673
O: -2.107 2.525 0.688
N: -0.302 1.197 0.965
C: 0.610 2.283 1.231
C: 1.521 2.607 0.025
N: 2.609 1.702 -0.254
C: 3.648 1.640 0.751
C: 4.908 1.033 0.136
C: 4.619 -0.366 -0.409
C: 5.852 -0.965 -1.078
C: 3.448 -0.271 -1.386
C: 2.244 0.379 -0.705
C: -3.717 -0.063 0.453
C: -4.708 0.924 0.961
H: -7.240 -2.321 0.172
H: -6.640 -0.728 -0.327
H: -6.425 -1.264 1.341
H: -1.247 -3.270 -1.158
H: -2.901 -3.450 -1.790
H: -2.534 -4.015 -0.181
H: -0.788 -1.018 -0.417
H: 0.042 0.258 1.072
H: -0.008 3.159 1.440
H: 1.213 2.051 2.112
H: 0.894 2.666 -0.869
H: 1.960 3.594 0.194
H: 3.856 2.654 1.099
H: 3.347 1.031 1.624
H: 5.699 0.992 0.887
H: 5.241 1.674 -0.682
H: 4.326 -1.013 0.428
H: 5.637 -1.963 -1.453
H: 6.675 -1.032 -0.371
H: 6.167 -0.345 -1.914
H: 3.175 -1.265 -1.749
H: 3.740 0.340 -2.240
H: 1.416 0.469 -1.414
H: 1.925 -0.274 0.133
H: -5.196 0.562 1.865
H: -5.474 1.124 0.215
H: -4.196 1.856 1.183

natural (NBO) charges, unit e, in atom order:
1. C -0.71
2. C 0.58
3. O -0.57
4. C -0.27
5. C 0.27
6. C -0.65
7. N -0.49
8. C -0.03
9. C 0.66
10. O -0.63
11. N -0.63
12. C -0.26
13. C -0.21
14. N -0.45
15. C -0.22
16. C -0.40
17. C -0.21
18. C -0.60
19. C -0.40
20. C -0.21
21. C 0.04
22. C -0.65
23. H 0.23
24. H 0.23
25. H 0.23
26. H 0.20
27. H 0.25
28. H 0.25
29. H 0.41
30. H 0.39
31. H 0.24
32. H 0.20
33. H 0.20
34. H 0.20
35. H 0.20
36. H 0.15
37. H 0.21
38. H 0.20
39. H 0.19
40. H 0.21
41. H 0.21
42. H 0.20
43. H 0.20
44. H 0.21
45. H 0.20
46. H 0.13
47. H 0.21
48. H 0.22
49. H 0.26

6.
The following is a quantum chemistry calculation of a molecular structure, C28H30N5O4SV at a distorted geometry, from OMol25.

Values from the calculation:
Net charge = +1
Spin multiplicity = 2
Energy relative to the best compared isomer or geometry (same formula, charge and spin) = 4.08 kcal/mol

CARTESIAN COORDINATES (ANGSTROEM)
V: -0.659 0.191 0.075
C: 0.696 -1.375 4.664
N: 0.121 -2.199 3.592
C: 0.316 -3.567 3.425
C: -0.331 -3.931 2.316
N: -0.927 -2.773 1.803
C: -0.646 -1.703 2.613
S: -1.217 -0.112 2.514
C: -1.759 -2.745 0.660
C: -2.519 -3.857 0.350
C: -3.407 -3.787 -0.703
C: -3.546 -2.591 -1.391
C: -2.737 -1.543 -1.028
N: -1.812 -1.619 -0.046
H: 1.441 -1.970 5.183
H: -0.080 -1.064 5.358
H: 1.157 -0.495 4.225
H: 0.915 -4.148 4.105
H: -0.391 -4.885 1.826
H: -2.447 -4.749 0.958
H: -4.011 -4.648 -0.958
H: -4.265 -2.470 -2.188
H: -2.825 -0.592 -1.530
O: -0.591 0.424 -1.893
C: -1.205 1.210 -2.632
C: -2.103 2.226 -2.190
C: -2.700 3.051 -3.161
C: -3.509 4.059 -2.749
C: -3.747 4.305 -1.393
C: -3.173 3.506 -0.435
C: -2.353 2.435 -0.815
O: -1.835 1.640 0.108
N: -4.153 4.931 -3.764
O: -3.945 4.677 -4.930
O: -4.836 5.843 -3.353
H: -1.032 1.118 -3.709
H: -2.517 2.901 -4.218
H: -4.384 5.136 -1.120
H: -3.340 3.679 0.618
C: 1.341 3.216 -0.293
C: 2.271 2.637 0.778
C: 1.587 2.501 2.140
C: 2.989 1.371 0.332
C: 4.374 1.467 0.203
C: 5.140 0.411 -0.254
C: 4.508 -0.772 -0.592
C: 3.133 -0.931 -0.453
C: 2.556 -2.288 -0.828
C: 2.041 -3.032 0.406
C: 1.494 -2.235 -1.929
C: 2.376 0.144 0.033
N: 0.970 -0.039 0.182
H: 0.978 4.199 0.015
H: 0.466 2.597 -0.465
H: 1.862 3.330 -1.246
H: 3.063 3.375 0.897
H: 0.738 1.824 2.103
H: 1.227 3.474 2.483
H: 2.288 2.121 2.886
H: 4.851 2.409 0.446
H: 6.213 0.513 -0.359
H: 5.091 -1.604 -0.971
H: 3.397 -2.859 -1.221
H: 1.267 -2.440 0.899
H: 2.842 -3.207 1.128
H: 1.618 -4.002 0.127
H: 0.560 -1.799 -1.569
H: 1.283 -3.246 -2.287
H: 1.831 -1.639 -2.780

natural (NBO) charges, unit e, in atom order:
1. V 1.22
2. C -0.41
3. N -0.34
4. C -0.03
5. C -0.06
6. N -0.39
7. C 0.30
8. S -0.11
9. C 0.42
10. C -0.25
11. C -0.10
12. C -0.24
13. C 0.08
14. N -0.48
15. H 0.22
16. H 0.23
17. H 0.24
18. H 0.25
19. H 0.25
20. H 0.24
21. H 0.24
22. H 0.25
23. H 0.21
24. O -0.60
25. C 0.45
26. C -0.32
27. C -0.09
28. C -0.03
29. C -0.10
30. C -0.29
31. C 0.50
32. O -0.75
33. N 0.54
34. O -0.36
35. O -0.36
36. H 0.18
37. H 0.26
38. H 0.26
39. H 0.25
40. C -0.59
41. C -0.25
42. C -0.60
43. C 0.09
44. C -0.23
45. C -0.18
46. C -0.21
47. C 0.02
48. C -0.24
49. C -0.59
50. C -0.59
51. C 0.01
52. N -0.51
53. H 0.22
54. H 0.18
55. H 0.22
56. H 0.21
57. H 0.20
58. H 0.22
59. H 0.21
60. H 0.22
61. H 0.22
62. H 0.21
63. H 0.21
64. H 0.19
65. H 0.22
66. H 0.20
67. H 0.19
68. H 0.21
69. H 0.22